[1]
Below is a structure of composition C33H68N4O4SSeSi2Sn, with properties calculated with ωB97M-V/def2-TZVPD.

Total charge: +2

Structure (XYZ):
```
114
C33H68N4O4SSeSi2Sn | the OMol25 dataset | ωB97M-V/def2-TZVPD
H 2.07422 -1.70414 4.32623
H 0.13083 -4.74902 2.00646
H 1.32342 1.86378 -4.50100
H -3.65314 -0.23968 -4.94761
H 0.49043 -0.92728 -3.59290
H -3.94399 3.14903 -0.86160
H 1.88386 2.10660 -2.01703
H 7.06089 -1.54489 1.30402
Sn -0.74548 0.45572 1.47974
C -1.76617 3.54288 1.64071
H -3.40548 1.50028 -5.05024
C -5.21983 -0.39479 2.84645
C 3.03122 -3.83447 -0.73717
H 1.43108 4.14937 -3.51364
C 5.34088 -0.35055 3.19479
N -0.72329 1.45258 3.64118
H 0.39091 6.31726 -4.09777
H 2.79006 -3.00354 -3.39455
H 3.43452 -3.48809 3.23032
H 3.92708 -1.99031 -2.49463
C -0.20898 5.53672 -3.65059
H -2.55686 -2.72949 0.95124
H 6.31787 0.13087 3.23503
H -5.21663 0.41098 3.58334
H 0.33416 -1.47739 -6.02168
C 1.12932 1.41750 -2.39912
H 2.48766 -4.80422 3.93788
C 0.78336 -3.07155 -1.52958
C -0.44694 3.37032 -2.75754
H 6.00982 0.81686 0.86297
Si 2.32867 -1.42641 1.16254
C 1.28228 -3.26402 3.06138
H 2.46771 0.69219 -3.87527
C -1.79619 3.60679 -2.52314
H -2.57654 0.54721 -3.81359
N -0.17624 2.08835 -2.28319
H -0.50658 0.24647 -4.43667
H 1.10505 0.55053 -1.73915
C -2.87757 -1.76514 4.20804
H -2.71381 2.06813 3.69585
H 4.58284 0.38302 3.47823
H -4.12294 -2.11766 0.41966
C -3.51622 0.66465 -4.35523
C -3.55737 -2.44308 1.29563
H -3.43837 5.02176 -2.65411
C 0.06005 -4.15353 2.91760
C 0.51774 -0.12399 -4.33469
Si -3.53070 -1.11411 2.59329
C -4.70425 0.88244 -3.42170
C -3.70888 2.29715 -1.50289
C 0.98587 -0.67569 -5.67630
C 5.07177 -0.87692 1.79651
H 2.66129 -4.68764 2.18804
H -4.03032 -3.34496 1.68893
H 6.09082 -2.74815 2.16819
C -1.49632 3.74204 3.12412
C 0.38186 4.33346 -3.32854
H 5.01706 -0.14843 -0.24704
H 1.19738 -2.96756 5.20035
C -1.57340 5.77864 -3.41003
O 1.25554 -2.38875 1.88904
H 0.21387 1.77293 3.87955
H -5.67985 2.38959 -2.23527
H 0.34035 -3.36710 -0.57529
H 0.70034 -3.90838 -2.22323
H -4.51064 3.03005 -3.37054
O -2.56635 0.17929 2.07142
C 6.06035 -1.96458 1.41075
H 0.99144 0.10188 -6.44179
H 3.05779 -4.67534 -1.43001
H -3.35881 -2.71318 4.45632
H 4.05808 -3.53093 -0.52655
C -1.31007 1.57060 -1.78177
Se -1.46418 -0.13607 -1.00739
C 2.24049 -2.68297 -1.33755
H 2.56904 -4.17715 0.18853
H -0.69135 2.80333 0.03373
H -5.61898 0.85165 -4.01513
O 2.29309 -1.52597 -0.44773
H 5.32581 -1.16428 3.92022
C -1.74181 2.49223 3.94532
H -1.73616 2.72388 5.01086
H -3.07754 -1.06811 5.02649
H -4.77304 0.05886 -2.70432
C 2.87100 -2.22178 -2.63875
H -1.80207 -1.95558 4.18549
C 1.42002 1.00146 -3.83547
O 3.76666 -1.51152 1.84262
C 5.08682 0.24669 0.76806
H -3.75549 1.39285 -0.89748
H -5.88628 -1.17865 3.21596
H 5.77257 -2.41222 0.45860
H -2.13855 4.54188 3.49301
H -0.01630 -4.83238 3.76689
H -2.73319 3.05986 1.48778
S 1.57580 0.62971 1.56241
N -2.30571 2.46087 -1.91596
C -4.69267 2.21335 -2.66721
H -0.90593 0.65630 4.25062
C 1.20807 -2.36848 4.28992
H -5.64236 -0.01165 1.91552
H 0.22014 -2.22960 -1.93213
H 0.30056 -1.75875 4.27214
H -0.46551 4.08735 3.26575
H 4.25683 0.94108 0.92397
C 2.54905 -4.10682 3.10268
H -1.77795 4.50443 1.12637
H -0.85200 -3.55795 2.86744
N -0.72056 2.66423 1.03955
H -1.99027 6.73976 -3.67767
H 0.19678 2.95734 1.37519
H 2.36756 -1.32871 -3.00905
C -2.39213 4.82544 -2.84227
H 1.99818 -1.07683 -5.60015
```

Mulliken population analysis, charges in e, atoms 1 to 8: H 0.142; H 0.346; H 0.751; H 0.508; H -0.459; H 0.475; H 0.441; H 0.494



[2]
Below is a cluster of 2 separate species, C5H7N in total, with properties calculated with ωB97M-V/def2-TZVPD.

SMILES string: C=CC#N.C=C
Total charge: 0
ΔE to the lowest compared entry with this formula, charge and spin in kcal per mole: 45.4

Structure (XYZ):
```
13
C5H7N | the OMol25 dataset | ωB97M-V/def2-TZVPD
H -2.78069 0.67558 0.13257
C 1.69360 -0.01154 0.93584
H -1.34602 0.97419 1.27046
C -1.05389 1.53206 -0.74168
H 0.56280 -2.69495 -0.84329
H -0.34541 -1.13529 -0.38054
C 0.56340 -1.72939 -0.34727
C -1.76250 1.03451 0.26722
N 1.73296 1.01599 1.47033
C 1.65755 -1.28777 0.27227
H -1.45910 1.60189 -1.74874
H -0.03854 1.89174 -0.59089
H 2.57583 -1.86702 0.30374
```

Mulliken population analysis, charges in e, atoms 1 to 8: H 0.256; C 0.257; H 0.297; C -0.509; H 0.262; H 0.156; C -0.565; C -0.561



[3]
Below is a cluster of 3 separate species, CH5NO2 in total, with properties calculated with ωB97M-V/def2-TZVPD.

Total charge: 0
ΔE to the lowest compared entry with this formula, charge and spin in kcal per mole: 90.1

Structure (XYZ):
```
9
CH5NO2 | the OMol25 dataset | ωB97M-V/def2-TZVPD
N -1.08399 -0.32880 0.60484
H 0.84059 0.50854 -0.97273
H -1.85425 0.07834 1.10582
H 1.64050 0.36693 -2.24507
H -0.18252 -1.38755 2.16704
H -1.23286 -0.22300 -0.38977
O 0.74010 0.56969 -1.97033
O 0.98881 0.46616 0.50787
C 0.14362 -0.05030 1.19235
```

Mulliken population analysis, charges in e, atoms 1 to 8: N -0.392; H 0.417; H 0.251; H 0.282; H 0.240; H 0.248; O -0.709; O -0.453



In order of appearance, HOMO = -0.519, -0.375, -0.378 Eh.
In order of appearance, LUMO energy = -6.266, 0.432, -0.639 eV.
In order of appearance, Kohn-Sham gap = 7.9, 10.6, 9.7 eV.